Record 1
Formula: C4H11NO2
Source: the Open Molecules 2025 dataset
Level of theory: ωB97M-V with the def2-TZVPD basis set

Geometry as XYZ:
```
18
C4H11NO2 (ωB97M-V with the def2-TZVPD basis set)
C -1.129 1.125 0.117
N -0.265 1.064 1.144
C 1.751 -0.081 0.196
C 0.664 -0.023 1.326
C -0.252 -1.284 1.479
O -1.434 0.356 -0.763
H -1.488 2.196 0.028
H 0.064 1.858 1.718
H 1.138 -0.007 -0.723
H 2.218 -1.076 0.508
H 2.544 0.687 0.084
H 1.063 0.274 2.267
H -1.206 -0.876 2.141
H -0.501 -1.731 0.618
H 0.312 -2.003 2.041
H -0.602 -0.779 -2.702
H 0.805 -1.464 -2.512
O 0.348 -0.726 -3.010
```

Output
SMILES: CC(C)NC=O.O
LUMO in eV: 0.67
Maximum force in hartree/bohr: 0.11107
Kohn-Sham gap in eV: 10.379
Charge: 0
Multiplicity: 1

From a Löwdin analysis of the wavefunction, the atomic charges in e read:
1. C -0.39
2. N 0.00
3. C -0.03
4. C -0.41
5. C -0.04
6. O 0.02
7. H 0.14
8. H 0.16
9. H 0.05
10. H 0.10
11. H 0.08
12. H 0.12
13. H 0.15
14. H 0.02
15. H 0.06
16. H 0.04
17. H 0.05
18. O -0.12

***

Record 2
Formula: C5H7NO
Source: the Open Molecules 2025 dataset
Level of theory: ωB97M-V with the def2-TZVPD basis set

Geometry as XYZ:
```
14
C5H7NO (ωB97M-V with the def2-TZVPD basis set)
C -1.943 -0.152 0.025
C -0.450 -0.085 0.056
N 0.190 -0.920 1.066
C 0.768 0.372 0.904
C 1.707 0.344 -0.315
C 0.405 0.301 -1.116
O 0.090 0.785 -2.175
H -2.425 0.636 -0.555
H -2.349 -0.211 1.036
H -2.152 -1.110 -0.468
H 0.765 -1.682 0.718
H 0.806 1.094 1.713
H 2.259 -0.602 -0.380
H 2.373 1.185 -0.508
```

Output
SMILES: C[C@]12N[C@H]1CC2=O
LUMO in eV: 0.99
Maximum force in hartree/bohr: 0.01063
Kohn-Sham gap in eV: 10.291
Charge: 0
Multiplicity: 1

From a Löwdin analysis of the wavefunction, the atomic charges in e read:
1. C -0.01
2. C -0.35
3. N 0.09
4. C -0.18
5. C -0.03
6. C -0.36
7. O 0.10
8. H 0.08
9. H 0.08
10. H 0.09
11. H 0.11
12. H 0.14
13. H 0.11
14. H 0.12

***

Record 3
Formula: C10H17N2OP
Source: the Open Molecules 2025 dataset
Level of theory: ωB97M-V with the def2-TZVPD basis set

Geometry as XYZ:
```
31
C10H17N2OP (ωB97M-V with the def2-TZVPD basis set)
C -0.191 0.301 -2.402
C -0.217 2.556 -0.719
C 0.255 0.280 -1.219
C 0.052 1.348 -0.297
C -1.272 1.528 -2.842
C -0.712 2.815 -2.088
C -1.305 -3.534 1.994
C 2.558 -1.888 -0.734
C 0.539 2.159 1.898
C -1.102 -2.038 2.198
N 1.901 -0.699 -0.135
N 0.425 1.060 0.997
O -0.193 -1.492 1.148
P 1.185 -0.524 1.290
H 0.020 -0.379 -3.302
H -0.228 3.358 -0.060
H -1.361 1.581 -3.994
H -2.241 1.254 -2.316
H -1.513 3.491 -1.913
H 0.195 3.329 -2.534
H -2.065 -3.699 1.277
H -0.392 -4.104 1.685
H -1.840 -4.116 2.841
H 1.854 -2.732 -0.792
H 3.042 -1.565 -1.657
H 3.400 -2.326 -0.096
H 1.144 2.884 1.390
H -0.419 2.616 2.255
H 1.066 1.892 2.873
H -0.618 -1.846 3.066
H -1.968 -1.511 2.189
```

Output
LUMO (spin up / spin down) in eV: 0.99 / -2.18
Maximum force in hartree/bohr: 0.11735
Kohn-Sham gap (spin up / spin down) in eV: 7.435 / 5.155
Charge: 0
Multiplicity: 3

From a Löwdin analysis of the wavefunction, the atomic charges in e read:
1. C -0.08
2. C -0.08
3. C -0.07
4. C -0.35
5. C -0.11
6. C -0.20
7. C -0.08
8. C -0.15
9. C -0.16
10. C -0.24
11. N -0.24
12. N -0.26
13. O -0.36
14. P 0.90
15. H 0.11
16. H 0.08
17. H 0.11
18. H 0.11
19. H 0.09
20. H 0.13
21. H 0.04
22. H 0.09
23. H 0.10
24. H 0.07
25. H 0.06
26. H 0.09
27. H 0.07
28. H 0.10
29. H 0.09
30. H 0.06
31. H 0.08

***

Record 4
Formula: C4H7NO
Source: the Open Molecules 2025 dataset
Level of theory: ωB97M-V with the def2-TZVPD basis set

Geometry as XYZ:
```
13
C4H7NO (ωB97M-V with the def2-TZVPD basis set)
C 0.661 1.066 -0.001
C 1.014 -0.412 -0.144
O -0.281 -1.809 1.593
C -1.002 -1.259 0.783
N -0.465 -0.676 -0.334
C -0.632 0.749 -0.754
H 0.423 1.276 1.049
H 1.354 1.809 -0.385
H 1.489 -0.700 -1.079
H 1.570 -0.862 0.687
H -2.096 -1.283 0.906
H -1.547 1.283 -0.483
H -0.487 0.817 -1.838
```

Output
SMILES: O=CN1CCC1
LUMO in eV: 1.02
Maximum force in hartree/bohr: 0.01803
Kohn-Sham gap in eV: 10.492
Charge: 0
Multiplicity: 1

From a Löwdin analysis of the wavefunction, the atomic charges in e read:
1. C -0.14
2. C -0.13
3. O 0.01
4. C -0.34
5. N -0.06
6. C -0.14
7. H 0.12
8. H 0.10
9. H 0.11
10. H 0.11
11. H 0.13
12. H 0.11
13. H 0.11

***

- What is the formula in the first record?
  C4H11NO2

***

- Which value of multiplicity does entry 3 give?
  3